{
  "formula": "C30H44MnN2O6P2",
  "method": "wB97M-V/def2-TZVPD",
  "elements": ["Mn", "C", "C", "C", "C", "C", "C", "H", "H", "H", "C", "H", "H", "H", "C", "H", "H", "H", "C", "H", "H", "H", "C", "H", "H", "H", "C", "C", "C", "C", "C", "C", "C", "C", "H", "H", "H", "H", "H", "H", "H", "H", "H", "H", "H", "H", "P", "C", "C", "P", "C", "C", "C", "H", "H", "H", "H", "H", "H", "H", "H", "H", "H", "H", "H", "H", "H", "O", "C", "O", "C", "C", "C", "C", "C", "C", "N", "O", "O", "N", "O", "O", "H", "H", "H"],
  "xyz": [[2.9593, -1.2348, -0.7366], [0.6884, 2.4591, -1.7953], [0.6794, 1.6246, -2.9438], [-1.2154, 1.1556, -1.7116], [-0.4781, 2.1640, -1.0272], [-0.5200, 0.8647, -2.9258], [1.6520, 3.5375, -1.5123], [2.5389, 3.4342, -2.1486], [1.9731, 3.5397, -0.4606], [1.1950, 4.5194, -1.7275], [-0.9037, 2.8065, 0.2275], [-0.3100, 3.7008, 0.4541], [-0.8055, 2.1264, 1.1025], [-1.9670, 3.0775, 0.1610], [-2.4963, 0.5843, -1.2507], [-3.2470, 1.3788, -1.0955], [-2.3950, 0.0791, -0.2722], [-2.9022, -0.1481, -1.9656], [-1.0288, 0.0458, -4.0399], [-1.6700, 0.6425, -4.7101], [-1.6333, -0.7893, -3.6773], [-0.2191, -0.3626, -4.6547], [1.6690, 1.6549, -4.0414], [1.4176, 2.4095, -4.8017], [1.7072, 0.6878, -4.5566], [2.6642, 1.9071, -3.6551], [4.0344, -1.6518, 0.8109], [4.8121, -0.9428, -0.1978], [5.4013, -1.6560, -1.3699], [4.4947, -2.8225, -1.9441], [3.0001, -2.6729, -1.8784], [2.1120, -3.2540, -0.7964], [2.7489, -3.9155, 0.4116], [3.9508, -3.1521, 1.0333], [6.3723, -2.0828, -1.0760], [4.8078, -3.7775, -1.4964], [5.6140, -0.9239, -2.1647], [4.9014, -3.6192, 0.7406], [3.8556, -1.0825, 1.7249], [5.1251, 0.0831, 0.0009], [3.8705, -3.3338, 2.1139], [1.9733, -4.1527, 1.1653], [1.4217, -4.0023, -1.2415], [3.1323, -4.9082, 0.1135], [4.7262, -2.8495, -3.0161], [2.4943, -2.4468, -2.8405], [0.6143, 0.4590, 1.5285], [0.9245, 0.1089, 3.3114], [2.2463, 1.2641, 1.1475], [0.2302, -2.2963, -0.7686], [0.8983, -1.2492, 0.8925], [-0.1896, -2.7733, -2.5049], [-1.2095, -2.9775, 0.1140], [-0.0708, 0.1790, 3.8012], [1.6230, 0.8552, 3.7217], [1.3031, -0.9167, 3.4475], [3.0709, 0.5755, 1.3690], [2.3486, 2.1572, 1.7807], [2.3246, 1.5472, 0.0912], [-0.9559, -3.8985, 0.6482], [-2.0142, -3.1748, -0.6103], [-1.5696, -2.2073, 0.8229], [0.4572, -1.8976, 1.6752], [1.9898, -1.4634, 1.0158], [-1.2734, -2.9315, -2.6051], [0.3031, -3.7061, -2.8272], [0.1281, -1.9859, -3.2034], [-1.7921, 0.4633, 3.9585], [-2.4549, 0.3193, 2.9006], [-2.1511, -0.3421, 1.8512], [-3.7594, 1.0975, 2.8951], [-3.9525, 2.1040, 3.8625], [-5.1156, 2.9001, 3.8408], [-6.1145, 2.6965, 2.8759], [-5.8807, 1.7403, 1.8752], [-4.7460, 0.9022, 1.9185], [-6.7016, 1.7229, 0.6928], [-7.7104, 2.4515, 0.6435], [-6.3457, 0.9717, -0.2455], [-5.2420, 3.9979, 4.7724], [-4.2911, 4.2469, 5.5427], [-6.2980, 4.6620, 4.7605], [-3.2040, 2.2769, 4.6293], [-7.0061, 3.3073, 2.8700], [-4.6145, 0.1120, 1.1802]],
  "atomic_forces_ev_per_a": [[-2.89, 4.00, 0.27], [-1.45, -0.54, 1.10], [-0.32, 0.74, 0.46], [0.50, -1.46, -2.32], [2.35, 1.20, -0.42], [-1.08, -0.53, 1.92], [0.38, 0.63, 0.13], [-0.07, 0.18, 0.21], [-0.03, 0.16, -0.32], [0.31, -0.24, 0.11], [-0.34, 0.56, 0.47], [-0.21, -0.10, -0.14], [-0.36, 0.48, -0.70], [0.20, 0.09, 0.09], [-0.49, -0.35, 0.13], [0.13, -0.29, -0.10], [0.02, 0.32, -0.15], [0.03, 0.35, 0.14], [-0.44, -0.25, -0.62], [0.18, -0.22, 0.10], [-0.05, 0.13, -0.19], [-0.12, 0.01, -0.02], [0.31, -0.13, -0.17], [0.00, -0.11, 0.17], [0.11, 0.18, 0.01], [-0.13, -0.07, -0.21], [1.99, 0.19, 0.34], [-0.59, -0.43, 1.26], [0.47, -0.38, -0.25], [1.15, -0.79, -0.69], [-0.74, -0.55, -0.79], [-2.16, -1.99, -1.38], [0.26, -0.29, 0.41], [0.37, -0.56, 0.74], [-0.17, -0.07, -0.30], [-0.06, 0.28, -0.24], [-0.12, -0.30, 0.20], [-0.31, 0.06, -0.05], [-0.02, -0.05, -0.28], [0.03, -0.28, 0.09], [0.23, 0.17, -0.21], [0.34, 0.35, -0.28], [1.08, -0.34, -0.08], [-0.26, 0.36, -0.11], [0.15, -0.33, 0.29], [0.25, -0.28, 0.53], [0.16, 0.15, 0.10], [-0.15, -0.54, 0.17], [0.23, -0.63, -0.30], [1.45, 0.11, 2.15], [0.30, 0.47, 0.30], [0.12, 1.04, -1.02], [-0.14, -0.26, -0.05], [0.56, -0.07, -0.13], [-0.18, -0.35, -0.22], [0.20, 0.39, 0.21], [-0.05, 0.50, 0.18], [-0.06, -0.24, -0.29], [-0.09, 0.13, 0.12], [-0.12, 0.07, 0.04], [0.40, -0.11, 0.24], [0.23, -0.13, -0.06], [-0.38, 0.06, -0.83], [-0.74, -0.08, -0.56], [0.41, 0.34, 0.21], [0.01, 0.27, 0.55], [-0.24, -0.32, 0.14], [-0.69, -0.35, -1.08], [0.44, -0.15, 0.50], [-0.09, 0.13, 0.86], [-1.07, 0.61, -0.03], [-0.57, 0.25, -0.24], [0.42, -1.53, -1.17], [0.52, -0.01, -0.24], [1.38, 0.13, 1.35], [0.03, 0.39, 0.10], [-1.85, -0.39, -2.09], [1.93, -1.27, 0.24], [-0.59, 1.37, 1.67], [-0.40, 2.14, 1.99], [-1.63, -0.70, -1.58], [1.80, -1.33, -0.16], [-0.07, -0.06, -0.22], [0.09, 0.06, -0.11], [0.00, 0.39, 0.10]],
  "lowdin_charge": [0.710, -0.231, -0.190, -0.174, -0.199, -0.221, -0.054, 0.074, 0.065, 0.102, -0.056, 0.090, 0.007, 0.099, -0.018, 0.102, 0.060, 0.083, -0.069, 0.106, 0.055, 0.070, -0.024, 0.112, 0.073, 0.076, -0.250, -0.207, -0.166, -0.151, -0.240, -0.365, -0.165, -0.155, 0.132, 0.125, 0.124, 0.122, 0.110, 0.125, 0.127, 0.125, 0.095, 0.134, 0.126, 0.131, 0.936, -0.226, -0.262, 1.100, -0.401, -0.195, -0.186, 0.008, 0.059, 0.046, 0.004, 0.069, 0.012, 0.075, 0.065, 0.037, 0.070, -0.001, 0.068, 0.078, 0.026, -0.039, -0.606, -0.122, -0.085, 0.096, -0.114, 0.102, -0.124, 0.076, -0.317, 0.079, 0.043, -0.316, 0.069, 0.070, 0.129, 0.130, 0.122],
  "lumo_energy_ev": [-5.67, -5.50],
  "multiplicity": 5,
  "homo_ev": [-10.1, -10.0],
  "orbital_gap_ev": [4.4, 4.5],
  "relative_energy_kcal_mol": 200.66,
  "charge": 1
}



{
  "formula": "C7H13F",
  "method": "wB97M-V/def2-TZVPD",
  "elements": ["C", "C", "C", "C", "C", "C", "C", "H", "H", "H", "H", "H", "H", "H", "H", "H", "H", "H", "H", "H", "F"],
  "xyz": [[0.0958, -1.2623, -2.4160], [-0.7720, -1.0989, -1.1383], [-0.4950, -0.3793, -0.0107], [-1.4304, -0.5802, 1.2002], [0.6400, 0.5780, 0.1895], [1.5428, 0.2244, 1.3819], [0.1297, 2.0481, 0.3230], [-0.5247, -1.3641, -3.2546], [0.5936, -2.2245, -2.4332], [0.7817, -0.4470, -2.6266], [-1.6671, -1.7426, -1.2322], [-2.0766, 0.2862, 1.5183], [-0.9227, -0.9139, 2.1788], [1.1875, 0.5302, -0.7395], [2.3226, 0.9548, 1.5141], [0.9952, 0.3222, 2.3140], [1.9802, -0.7565, 1.2221], [0.9615, 2.7517, 0.5806], [-0.6209, 2.1003, 1.0819], [-0.3225, 2.4671, -0.5503], [-2.3987, -1.4938, 0.8969]],
  "atomic_forces_ev_per_a": [[-0.17, 0.55, 1.69], [0.92, 0.16, -0.01], [-1.46, -1.31, -0.23], [-0.13, 0.93, 1.18], [-0.12, 0.96, -0.30], [-0.46, 0.26, -0.46], [1.28, -0.10, 0.38], [-1.24, 0.25, -1.24], [0.53, -0.12, 0.50], [0.22, -0.07, 0.19], [0.55, 0.55, 0.68], [1.19, -0.06, -0.52], [-0.30, 0.29, -1.65], [0.63, 0.02, -0.14], [0.56, 0.27, -0.37], [-0.23, -0.54, 0.17], [-0.01, -0.16, 0.39], [-0.55, -0.70, -0.01], [-0.39, 0.16, 0.77], [-0.28, -0.15, -0.88], [-0.53, -1.20, -0.13]],
  "lowdin_charge": [-0.080, -0.055, -0.207, -0.188, -0.378, -0.063, -0.054, 0.040, 0.071, 0.062, 0.108, 0.128, 0.137, 0.109, 0.067, 0.071, 0.085, 0.090, 0.055, 0.065, -0.065],
  "lumo_energy_ev": 1.02,
  "multiplicity": 1,
  "homo_ev": -9.0,
  "orbital_gap_ev": 10.0,
  "smiles": "C/C=C(/CF)C(C)C",
  "relative_energy_kcal_mol": 13.46,
  "charge": 0
}



{
  "formula": "C7H9F",
  "method": "wB97M-V/def2-TZVPD",
  "elements": ["C", "C", "C", "C", "C", "C", "C", "H", "H", "H", "H", "H", "H", "H", "H", "H", "F"],
  "xyz": [[-2.2799, -0.0154, 0.5478], [-1.4135, 0.5518, -0.5957], [-0.0594, 0.1094, -0.4260], [0.9781, 0.9470, -0.1007], [2.2661, 0.2962, 0.1701], [1.7531, -1.1798, 0.0590], [0.4520, -1.2234, -0.3426], [-1.7954, 0.3398, 1.5263], [-2.2167, -1.1215, 0.4330], [-3.3411, 0.3401, 0.5499], [-1.3961, 1.6532, -0.4981], [-1.8763, 0.2650, -1.6124], [2.7024, 0.4953, 1.1546], [2.9484, 0.5098, -0.6411], [2.3671, -2.0601, 0.2498], [-0.0132, -2.1722, -0.4667], [0.9241, 2.2649, -0.0071]],
  "atomic_forces_ev_per_a": [[0.34, 0.23, 0.72], [-2.66, 0.92, -1.03], [2.37, 1.78, 0.42], [-1.14, -1.00, -0.33], [-1.28, -2.45, 0.18], [0.20, 0.20, -0.39], [2.72, -0.47, 1.06], [-0.78, -0.84, -1.23], [-0.38, 0.68, 0.63], [0.89, -0.41, -0.20], [-0.27, -0.41, -0.42], [0.74, 0.46, 1.40], [-0.04, 0.18, -0.25], [0.51, 0.05, -0.09], [-0.07, 0.37, -0.13], [-0.76, -0.29, -0.25], [-0.38, 0.99, -0.09]],
  "lowdin_charge": [-0.102, -0.233, -0.244, -0.269, -0.079, -0.062, -0.054, 0.104, 0.072, 0.076, 0.113, 0.142, 0.130, 0.126, 0.092, 0.102, 0.087],
  "lumo_energy_ev": 1.10,
  "multiplicity": 1,
  "homo_ev": -8.0,
  "orbital_gap_ev": 9.1,
  "smiles": "CCC1=C(F)CC=C1",
  "relative_energy_kcal_mol": 10.94,
  "charge": 0
}



{
  "formula": "C4H7NOS",
  "method": "wB97M-V/def2-TZVPD",
  "elements": ["C", "C", "C", "C", "N", "O", "S", "H", "H", "H", "H", "H", "H", "H"],
  "xyz": [[1.2069, -0.2628, -0.8722], [-1.0795, 0.4789, 0.0716], [1.2450, 0.1344, 0.4260], [-0.1034, 0.2230, 1.1722], [0.0350, -0.9919, 1.9138], [-0.8783, -1.2372, -2.2032], [-0.4353, -0.0529, -1.4711], [2.1415, -0.5558, -1.3870], [-2.0742, 0.1611, 0.3608], [-0.9357, 1.6594, -0.0216], [1.9842, -0.0272, 1.1690], [-0.2480, 1.0325, 1.8769], [0.0293, -1.6723, 1.2216], [-0.8876, 1.1108, -2.2568]],
  "atomic_forces_ev_per_a": [[0.11, 0.62, -0.45], [-0.49, 3.05, 0.33], [-1.82, -0.24, 2.04], [1.49, -0.88, 0.80], [-0.22, 2.26, -0.01], [-0.26, 1.05, 0.46], [1.18, -0.83, -1.26], [-1.36, 0.11, -0.40], [-0.28, 0.05, -0.64], [-1.11, -2.20, -0.28], [1.35, 0.28, -0.13], [0.44, 0.40, 0.08], [0.02, -2.23, -1.42], [0.95, -1.44, 0.86]],
  "lowdin_charge": [-0.226, -0.286, -0.109, -0.577, 0.020, -0.401, 0.904, 0.102, 0.118, 0.151, 0.097, 0.127, -0.034, 0.112],
  "lumo_energy_ev": [-0.61, -0.61],
  "multiplicity": 1,
  "homo_ev": [-7.1, -7.1],
  "orbital_gap_ev": [6.5, 6.5],
  "relative_energy_kcal_mol": 157.58,
  "charge": 0
}